Run A
Computed, not measured: a cluster of 2 separate species, C6H8N2O2 in total, with ωB97M-V with the def2-TZVPD basis set.

Structure (XYZ):
```
18
C6H8N2O2 ωB97M-V with the def2-TZVPD basis set
O -2.5917 -0.8170 -1.2486
C -2.0005 -0.3452 -0.3287
C -2.4602 -0.5940 1.0225
C -1.6862 -0.4934 2.1394
N -0.4253 0.0951 1.9481
C -0.0030 0.7775 0.7927
O 0.9315 1.5395 0.6469
N -0.7935 0.3021 -0.3534
H -3.3670 -1.2991 1.0043
H -2.0498 -0.8112 3.0843
H 0.3744 0.1951 2.5898
H -0.3566 0.6599 -1.1507
C 3.8316 -0.8021 -2.1121
C 4.1498 0.4263 -2.1362
H 4.4539 -1.6111 -2.4594
H 2.8672 -1.2630 -1.8253
H 5.1962 0.4622 -2.3089
H 3.7058 1.2917 -1.5485
```

Output
E_HOMO in eV: -9.554
Frontier orbital gap in eV: 10.1
Lowest unoccupied orbital energy in eV: 0.5
Multiplicity: 1

Here are the Mulliken charges for atoms 1 to 6, given in e:
1 O -0.573
2 C 0.562
3 C -0.472
4 C -0.145
5 N -0.123
6 C 0.270

***

Run B
Computed, not measured: a structure of composition C6H8N2O2, with ωB97M-V with the def2-TZVPD basis set.

Structure (XYZ):
```
18
C6H8N2O2 ωB97M-V with the def2-TZVPD basis set
O 1.8394 -1.8640 -2.2085
C 0.8538 -0.8440 -2.3115
C 0.2562 -0.5788 -0.9707
C 0.2120 0.5762 -0.2229
C -0.5792 0.3009 0.9388
C -0.9716 -1.0310 0.8511
N -0.4440 -1.5433 -0.2848
C -1.0756 1.2465 1.9127
N -1.9393 2.1182 2.0200
H 2.2660 -1.9741 -3.0634
H 1.2946 0.0915 -2.6857
H 0.0673 -1.1553 -3.0203
H 0.6883 1.5201 -0.4757
H -1.6065 -1.6337 1.4947
H -0.5709 -2.4975 -0.6131
O 0.0278 2.1751 3.1208
H 0.8545 2.2102 2.6172
H -1.1728 2.8829 2.9013
```

Output
E_HOMO in eV: -8.715
Frontier orbital gap in eV: 9.2
Lowest unoccupied orbital energy in eV: 0.5
Multiplicity: 1

Here are the Mulliken charges for atoms 1 to 6, given in e:
1 O -0.525
2 C -0.532
3 C 0.168
4 C -0.458
5 C 0.753
6 C -0.620

***

Run C
Computed, not measured: a cluster of 2 separate species, C6H8N2O2 in total, with ωB97M-V with the def2-TZVPD basis set.

Structure (XYZ):
```
18
C6H8N2O2 ωB97M-V with the def2-TZVPD basis set
O 0.7972 2.9515 2.3364
C 0.5227 1.8943 1.7097
C 0.8807 0.5452 2.1221
C 1.0759 -0.3751 1.1741
N 0.8545 -0.1346 -0.1026
C 0.1292 1.0193 -0.5766
O -0.1249 1.1014 -1.7418
N -0.0676 1.9534 0.5093
H 1.0540 0.3803 3.1458
H 1.2893 -1.4346 1.4648
H 0.9949 -0.8137 -0.7432
H -0.5501 2.8157 0.2784
C -0.8216 -1.0987 -1.7995
C -1.3049 -2.2599 -1.3521
H -1.5229 -0.5337 -2.4095
H 0.0820 -0.6367 -1.8963
H -2.4210 -2.5140 -1.4894
H -0.8675 -2.8601 -0.6295
```

Output
E_HOMO in eV: -9.364
Frontier orbital gap in eV: 9.9
Lowest unoccupied orbital energy in eV: 0.5
Multiplicity: 1

Here are the Mulliken charges for atoms 1 to 6, given in e:
1 O -0.634
2 C 0.471
3 C -0.589
4 C -0.040
5 N -0.111
6 C 0.417

***

Run D
Computed, not measured: a structure of composition C6H8N2O2, with ωB97M-V with the def2-TZVPD basis set.

Structure (XYZ):
```
18
C6H8N2O2 ωB97M-V with the def2-TZVPD basis set
C 1.7500 -1.9951 -0.4284
N 0.4693 -1.3671 -0.2313
C 0.1370 -0.2516 -0.7069
O -0.8864 0.4610 -0.1964
C -1.6325 -0.1517 0.8504
C -2.6961 0.7541 1.2787
C -3.6457 1.4153 1.6290
C 0.9636 0.6514 -1.5577
N 2.0692 0.7049 -2.0756
H 1.7363 -2.6009 -1.3452
H 2.5850 -1.2803 -0.4839
H 1.9448 -2.6575 0.4254
H -2.0555 -1.1043 0.4993
H -0.9569 -0.3746 1.6893
H -4.5334 1.9948 1.8159
O 1.3091 2.1250 -0.4263
H 1.0189 1.8244 0.4448
H 2.4233 1.8523 -1.1812
```

Output
E_HOMO in eV: -9.700
Frontier orbital gap in eV: 9.8
Lowest unoccupied orbital energy in eV: 0.1
Multiplicity: 1

Here are the Mulliken charges for atoms 1 to 6, given in e:
1 C -0.856
2 N -0.417
3 C 0.439
4 O -0.285
5 C -0.465
6 C -0.604

***

Most stable pick: run A. Distance to second place: 89.3 kJ/mol.

***

Run A
Computed, not measured: a cluster of 2 separate species, C6H8N2O2 in total, with ωB97M-V with the def2-TZVPD basis set.

Structure (XYZ):
```
18
C6H8N2O2 ωB97M-V with the def2-TZVPD basis set
C 2.5663 -1.7410 0.4966
C 1.2981 -1.6081 0.1284
C 0.3246 -0.8713 0.9184
C -0.8898 -0.6265 0.5140
N -1.9097 -0.5461 -0.2204
O -2.2005 0.3305 -1.0442
O -2.9067 -1.5300 0.0002
H 3.2835 -2.2704 -0.1070
H 2.9308 -1.3276 1.4230
H 0.9467 -2.0195 -0.8079
H 0.6579 -0.4909 1.8747
H -3.6751 -1.2538 -0.5281
C 0.1132 2.3549 -0.8941
C -0.4348 2.2656 0.4283
N -0.8457 2.2100 1.4942
H 0.2071 3.4014 -1.1818
H 1.0916 1.8785 -0.9110
H -0.5573 1.8442 -1.5833
```

Output
E_HOMO in eV: -9.202
Frontier orbital gap in eV: 9.5
Lowest unoccupied orbital energy in eV: 0.3
Multiplicity: 1

Here are the Mulliken charges for atoms 1 to 6, given in e:
1 C -0.817
2 C 0.101
3 C -0.248
4 C -0.200
5 N 0.754
6 O -0.719

***

Run B
Computed, not measured: a structure of composition C6H8N2O2, with ωB97M-V with the def2-TZVPD basis set.

Structure (XYZ):
```
18
C6H8N2O2 ωB97M-V with the def2-TZVPD basis set
N 2.3938 0.8158 -1.0801
C 1.8191 0.1400 -0.1344
C 0.8642 0.6789 0.8910
O 0.1656 1.8639 0.3701
C -0.9217 1.0704 0.1532
N -1.7930 0.9828 -0.7505
C -2.2183 -0.4437 -0.6488
C -1.0201 -1.2041 0.0141
C -0.4863 -0.1065 0.9385
H 1.3466 0.8737 1.8540
H -3.1361 -0.5320 -0.0467
H -2.4393 -0.8208 -1.6548
H -1.3257 -2.1161 0.5390
H -0.2878 -1.4799 -0.7592
H -0.8761 -0.1544 1.9622
O 2.6348 -0.8051 0.2511
H 1.8576 1.6485 -1.3166
H 3.4226 -0.4113 -0.5823
```

Output
E_HOMO in eV: -9.951
Frontier orbital gap in eV: 10.5
Lowest unoccupied orbital energy in eV: 0.6
Multiplicity: 1

Here are the Mulliken charges for atoms 1 to 6, given in e:
1 N -0.826
2 C 0.192
3 C 0.436
4 O -0.495
5 C 0.553
6 N -0.668

***

Most stable pick: run B. Distance to second place: 265.1 kJ/mol.

***

Run A
Computed, not measured: the molecule C7H8N2, with ωB97M-V with the def2-TZVPD basis set.

Structure (XYZ):
```
17
C7H8N2 ωB97M-V with the def2-TZVPD basis set
C 1.8845 0.9250 1.1452
C 0.8204 0.8450 0.0540
C -0.2627 -0.1850 0.2964
C -0.3890 -0.7203 1.4841
N -0.4496 -1.1281 2.6459
C -1.2327 -0.4503 -0.7200
C -1.2709 -0.1113 -2.0322
C -2.1859 -0.6450 -2.9232
N -2.8430 -1.2187 -3.6658
H 2.5004 0.1101 0.8820
H 1.4920 0.8068 2.1728
H 2.4907 1.8978 1.0450
H 0.4101 1.8192 -0.0121
H 1.4591 0.5546 -0.7471
H -0.0953 -1.9490 2.9736
H -1.7482 -1.2913 -0.3409
H -0.5800 0.7408 -2.2578
```

Output
E_HOMO in eV: -8.667
Frontier orbital gap in eV: 8.9
Lowest unoccupied orbital energy in eV: 0.2
Multiplicity: 1

Here are the Mulliken charges for atoms 1 to 6, given in e:
1 C -1.315
2 C -0.541
3 C 0.627
4 C 0.213
5 N -0.548
6 C -0.486

***

Run B
Computed, not measured: the molecule C7H8N2, with ωB97M-V with the def2-TZVPD basis set.

Structure (XYZ):
```
17
C7H8N2 ωB97M-V with the def2-TZVPD basis set
C 0.4625 1.4624 1.9145
C 0.4152 0.4947 0.9487
C 1.2760 -0.5364 0.3318
C 0.5251 -1.2826 -0.8413
C -0.6907 -0.6570 -1.5320
C -1.5352 0.2499 -0.6695
C -0.9864 0.6115 0.4728
N -1.6105 1.5900 1.2169
N -0.7434 2.0306 2.0537
H 1.3544 1.8150 2.4168
H 2.2623 -0.0795 -0.1096
H 1.5801 -1.3312 1.1429
H 1.2849 -1.3399 -1.5883
H 0.3280 -2.3061 -0.5346
H -0.3473 0.1250 -2.2711
H -1.0862 -1.4681 -2.0182
H -2.4888 0.6216 -0.9335
```

Output
E_HOMO in eV: -9.167
Frontier orbital gap in eV: 8.6
Lowest unoccupied orbital energy in eV: -0.6
Multiplicity: 1

Here are the Mulliken charges for atoms 1 to 6, given in e:
1 C -0.857
2 C 0.807
3 C -0.364
4 C -0.744
5 C -0.632
6 C -0.309

***

Run C
Computed, not measured: the molecule C7H8N2, with ωB97M-V with the def2-TZVPD basis set.

Structure (XYZ):
```
17
C7H8N2 ωB97M-V with the def2-TZVPD basis set
C -0.7642 1.2016 -0.7429
C 0.6583 0.7398 -1.1679
C 0.6756 -0.7555 -1.0650
C -0.5794 -1.2082 -0.3909
N -0.2758 -2.0866 0.5674
N -0.3171 -1.2738 1.7498
C -0.0668 0.1007 1.1322
C 1.0511 0.1181 0.0652
C -1.1588 0.1030 0.2066
H -1.4887 1.4270 -1.6343
H -0.7144 2.0866 -0.1570
H 1.0379 1.4581 -2.0035
H 1.4201 -1.5098 -1.5368
H 0.4501 -1.6388 2.2226
H 0.1770 0.9840 1.8288
H 2.0688 0.2243 0.3729
H -2.1737 0.0293 0.5527
```

Output
E_HOMO in eV: -7.802
Frontier orbital gap in eV: 8.1
Lowest unoccupied orbital energy in eV: 0.3
Multiplicity: 1

Here are the Mulliken charges for atoms 1 to 6, given in e:
1 C -0.553
2 C -0.108
3 C -0.430
4 C 0.558
5 N -0.598
6 N -0.348

***

Most stable pick: run B. Distance to second place: 10.4 kJ/mol.

***

Run A
Computed, not measured: a cluster of 2 separate species, C7H16N in total, with ωB97M-V with the def2-TZVPD basis set.

Structure (XYZ):
```
24
C7H16N ωB97M-V with the def2-TZVPD basis set
C 0.2620 1.3121 1.5092
C -0.8081 0.1337 1.2419
C 0.0863 -1.1261 1.2752
C 1.1203 -1.1525 0.1136
C 0.5463 -0.2866 -0.9928
C -0.1768 -0.6817 -2.0921
C -0.3835 0.2476 -3.2548
N 1.3243 0.9284 2.5161
H -0.2918 2.1915 1.8954
H 0.7878 1.6177 0.6284
H -1.2591 0.3555 0.2258
H -1.3974 0.2741 2.1581
H 0.6301 -1.0149 2.2016
H -0.4868 -2.0410 1.4547
H 2.0845 -0.8944 0.5724
H 1.2735 -2.1970 -0.2553
H -2.6523 0.6928 -1.1276
H -0.2418 -1.7433 -2.2937
H -0.2373 1.2234 -2.8119
H -1.2416 -0.2253 -3.7885
H 0.4649 0.2357 -4.0074
H 2.2271 1.3339 2.3978
H -2.6096 -0.0103 -1.0147
H 0.9788 0.8265 3.4486
```

Output
E_HOMO in eV: -12.852
Net charge: +1
Frontier orbital gap in eV: 5.1
Lowest unoccupied orbital energy in eV: -7.7
Multiplicity: 1

Here are the Mulliken charges for atoms 1 to 6, given in e:
1 C -0.753
2 C -0.141
3 C -0.552
4 C -0.628
5 C 0.563
6 C -0.317

***

Run B
Computed, not measured: a cluster of 2 separate species, C7H16N in total, with ωB97M-V with the def2-TZVPD basis set.

Structure (XYZ):
```
24
C7H16N ωB97M-V with the def2-TZVPD basis set
C -1.2976 1.2396 -1.7706
C -1.1239 -0.1754 -1.2280
C -1.8161 -1.2465 -1.5959
C -1.7197 -2.6375 -0.9732
H -2.1640 1.1691 -2.4700
H -1.5287 1.9550 -0.9701
H -0.4254 1.5991 -2.3523
H -0.4376 -0.2077 -0.3478
H -2.5432 -1.1496 -2.4489
H -0.8165 -2.6155 -0.2392
H -2.5795 -2.9199 -0.4397
H -1.4782 -3.4313 -1.7374
C 1.4728 -0.7131 1.3109
C 1.5251 0.7627 1.0663
C 1.5539 1.6238 0.0309
N 1.5216 1.4075 2.4835
H 1.5971 -1.1945 0.3367
H 2.2380 -1.1222 2.0066
H 0.4435 -0.9339 1.6635
H 1.5840 2.6498 0.3061
H 1.3441 1.3733 -1.0413
H 2.4890 1.3372 2.8363
H 0.9181 0.8372 3.0821
H 1.2432 2.3929 2.4913
```

Output
E_HOMO in eV: -12.144
Net charge: +1
Frontier orbital gap in eV: 8.4
Lowest unoccupied orbital energy in eV: -3.7
Multiplicity: 1

Here are the Mulliken charges for atoms 1 to 6, given in e:
1 C -1.258
2 C 0.500
3 C -0.190
4 C -0.897
5 H 0.349
6 H 0.297

***

Most stable pick: run B. Distance to second place: 515.6 kJ/mol.